(1)
9
Properties=species:S:1:pos:R:3:forces:R:3:nbo_charge:R:1 method="wB97M-V/def2-TZVPD" relative_energy_ev=1.122 e_lumo_ev=-0.9 orbital_gap_ev=8.28 homo_energy_ha=-0.33546 e_tot_ha=-590.0834 smiles="CC(=O)C=S" molar_mass_g_mol=88.13
C 0.427 -0.533 1.049 -3.181 -0.070 -1.522 -0.701
C -0.522 -0.009 -0.112 -1.535 -1.793 1.203 0.519
C -0.151 0.889 -1.248 -1.568 0.747 2.251 -0.395
H 1.123 -1.209 0.611 0.923 -0.212 -0.074 0.242
H -0.315 -1.103 1.640 0.648 0.213 -0.119 0.240
H 0.795 0.266 1.627 0.964 0.840 0.534 0.224
H -0.868 1.718 -1.405 0.480 -0.476 -0.418 0.228
O -1.645 -0.507 -0.183 1.186 0.878 0.000 -0.526
S 1.157 0.487 -1.978 2.083 -0.127 -1.856 0.169

(2)
9
Properties=species:S:1:pos:R:3:forces:R:3:nbo_charge:R:1 method="wB97M-V/def2-TZVPD" relative_energy_ev=0.530 e_lumo_ev=0.0 orbital_gap_ev=9.27 homo_energy_ha=-0.33929 e_tot_ha=-861.3570 molar_mass_g_mol=323.85
C -1.771 -1.798 1.039 0.129 0.513 0.455 1.016
C 0.404 1.563 -0.429 1.243 -0.934 0.020 -0.449
C 1.119 0.465 -0.578 -0.836 -0.180 -1.361 -0.389
O -2.790 -1.418 1.330 -4.168 1.058 0.718 -0.509
O -0.701 -2.081 0.843 3.969 -1.599 -1.196 -0.509
I 1.095 -0.691 -2.377 -0.055 0.604 0.304 0.163
I 2.274 -0.384 0.846 0.552 -0.274 1.003 0.247
H 0.355 2.117 0.435 0.420 0.487 2.730 0.210
H 0.016 2.227 -1.110 -1.253 0.324 -2.672 0.220

(3)
76
Properties=species:S:1:pos:R:3:forces:R:3:lowdin_charge:R:1 method="wB97M-V/def2-TZVPD" relative_energy_ev=2.090 s_squared=8.762 e_lumo_ev="-0.1 / -2.2" orbital_gap_ev="8.54 / 6.41" homo_energy_ha="-0.31669 / -0.31615" e_tot_ha=-4728.5962 spin_multiplicity=6 molar_mass_g_mol=942.89
Ru -0.734 0.462 -0.127 0.124 -0.056 0.028 1.335
N -1.559 0.978 3.553 0.167 -0.012 -0.110 0.113
C -1.194 2.108 2.882 0.064 0.104 0.000 -0.683
N -0.904 2.138 1.609 -0.043 0.251 -0.230 0.024
C -0.609 3.437 1.205 0.023 -0.326 -0.160 -0.332
C -0.603 4.361 2.184 0.029 0.289 0.162 -0.349
S -1.043 3.635 3.680 -0.036 -0.033 0.092 1.075
C -0.378 3.699 -0.217 0.044 -0.416 0.090 -0.340
C -0.537 4.888 -0.824 -0.054 0.324 -0.064 -0.340
S -0.178 4.743 -2.498 0.034 -0.005 -0.134 1.084
C 0.155 3.061 -2.274 0.069 -0.053 0.137 -0.686
N 0.007 2.646 -1.039 -0.059 0.179 -0.259 0.008
N 0.612 2.294 -3.314 -0.092 0.042 0.262 0.106
H -2.053 0.330 2.953 -0.115 -0.044 -0.093 0.060
H -1.994 1.112 4.449 -0.033 0.052 0.118 0.099
H -0.373 5.416 2.117 -0.029 -0.198 -0.009 0.083
H -0.882 5.822 -0.404 0.048 -0.152 -0.044 0.085
H 0.428 2.651 -4.237 -0.014 0.034 -0.021 0.097
H 0.451 1.296 -3.228 -0.070 -0.063 0.090 0.053
C 5.930 -3.496 -0.427 -0.140 0.014 0.005 -0.042
C 4.422 -3.439 -0.500 0.103 -0.022 0.012 -0.266
C 3.641 -4.159 0.404 -0.006 -0.014 0.063 -0.026
C 2.257 -4.103 0.352 0.016 0.095 -0.052 -0.036
C 1.648 -3.305 -0.612 0.098 -0.025 0.109 -0.274
C 2.401 -2.582 -1.525 -0.030 -0.053 -0.010 -0.054
C 3.784 -2.666 -1.467 0.074 0.028 -0.021 -0.050
S -0.111 -3.195 -0.615 0.004 0.004 0.201 0.648
O -0.634 -4.407 -0.056 0.004 0.057 -0.037 -0.272
O -0.523 -2.815 -1.948 -0.002 -0.215 -0.003 -0.303
N -0.370 -1.910 0.382 -0.243 -0.172 0.229 -0.185
C -0.862 -2.225 1.632 0.133 0.088 -0.463 -0.159
C -2.511 -1.582 1.663 -0.086 0.373 -0.041 -0.560
O -3.257 -2.347 2.200 0.246 0.381 -0.255 0.168
O -2.503 -0.419 1.197 0.089 -0.717 0.232 -0.099
H 6.272 -4.484 -0.119 -0.012 0.028 -0.007 0.081
H 6.310 -2.777 0.305 -0.039 -0.034 -0.030 0.073
H 6.383 -3.264 -1.392 -0.024 -0.003 0.031 0.078
H 4.125 -4.776 1.156 -0.060 0.051 -0.093 0.120
H 1.642 -4.678 1.036 0.088 0.053 -0.058 0.119
H 1.910 -1.984 -2.285 0.012 -0.045 0.053 0.112
H 4.384 -2.128 -2.195 -0.053 -0.039 0.038 0.114
H -0.473 -1.595 2.431 -0.095 0.070 0.020 0.088
H -0.938 -3.271 1.893 0.009 -0.162 0.018 0.102
O -0.387 -0.313 -2.489 -0.362 0.886 0.074 -0.137
H -1.254 0.093 -2.687 0.225 -0.057 -0.042 0.018
H -0.556 -1.273 -2.423 0.154 -0.381 0.000 -0.012
F -2.857 0.970 -4.257 -0.282 -0.098 0.011 0.094
C -4.036 0.785 -3.603 0.265 0.103 0.159 -0.659
F -4.270 -0.518 -3.549 0.030 0.003 -0.126 0.149
F -4.977 1.404 -4.282 0.017 -0.095 -0.047 0.162
S -3.826 1.501 -1.880 0.250 0.098 0.201 0.615
O -2.368 1.368 -1.710 -0.364 -0.226 0.187 -0.423
O -4.315 2.842 -1.990 0.035 -0.027 -0.001 -0.259
N -4.503 0.565 -0.829 -0.288 0.122 -0.329 -0.294
S -6.116 0.489 -0.832 -0.024 0.144 -0.198 0.613
O -6.553 -0.514 0.081 0.295 -0.177 -0.009 -0.264
O -6.644 0.543 -2.167 0.008 -0.042 0.191 -0.281
C -6.682 2.078 -0.019 0.081 -0.364 -0.038 -0.673
F -7.706 1.780 0.784 0.040 0.226 -0.008 0.130
F -7.092 2.950 -0.926 0.018 0.182 0.080 0.144
F -5.704 2.615 0.715 -0.143 0.092 0.022 0.125
N 3.762 0.407 -0.263 0.030 -0.009 0.062 0.136
C 2.502 0.684 -0.684 0.100 0.067 0.073 -0.160
N 1.615 0.521 0.256 -0.080 -0.184 0.273 0.036
C 2.329 0.104 1.381 -0.161 0.032 -0.062 -0.220
C 1.890 -0.165 2.677 -0.053 -0.025 -0.048 -0.017
C 2.834 -0.561 3.603 0.011 0.007 0.011 -0.073
C 4.193 -0.676 3.261 -0.020 -0.010 0.009 -0.083
C 4.646 -0.383 1.990 0.048 -0.035 -0.051 -0.019
C 3.684 0.012 1.063 -0.005 0.093 -0.172 -0.193
H 4.592 0.468 -0.821 0.043 -0.006 -0.062 0.158
H 2.288 1.026 -1.689 0.025 -0.060 0.100 0.119
H 0.844 -0.047 2.940 0.092 0.024 0.030 0.079
H 2.527 -0.780 4.619 0.012 0.010 -0.069 0.106
H 4.902 -0.993 4.017 -0.042 0.024 -0.043 0.104
H 5.697 -0.455 1.732 -0.099 0.021 0.028 0.109

(4)
23
Properties=species:S:1:pos:R:3:forces:R:3:nbo_charge:R:1 method="wB97M-V/def2-TZVPD" relative_energy_ev=2.105 e_lumo_ev=-3.0 orbital_gap_ev=9.87 homo_energy_ha=-0.47348 e_tot_ha=-1063.9928 charge=+1 molar_mass_g_mol=205.63
C 2.510 -1.200 0.938 -0.157 -0.910 -0.328 0.840
C 3.505 -0.028 -0.648 -0.009 -0.615 1.259 0.388
C -0.396 0.613 0.552 0.237 -0.179 0.349 0.757
C -0.594 1.502 2.930 -1.241 0.807 0.310 -0.448
C 0.229 0.739 -1.869 -0.310 0.642 1.670 -0.404
C -1.027 -1.145 -0.824 -0.803 -1.637 -3.182 -0.407
N 3.733 -1.781 0.551 -3.333 3.289 1.069 -0.422
N 4.221 -1.054 -0.441 2.453 0.878 -2.743 -0.249
N -0.391 0.895 1.664 0.487 1.052 0.039 -0.252
N -0.387 0.111 -0.606 0.873 0.569 -3.098 -0.429
O 1.602 -1.587 1.615 0.491 0.091 0.160 -0.583
O 2.430 -0.017 0.215 0.133 0.267 0.002 -0.500
Cl 3.719 1.325 -1.672 0.216 -0.821 0.454 0.118
H -1.667 1.261 3.134 1.103 -0.112 0.783 0.256
H 0.194 1.160 3.612 -0.753 -0.026 0.051 0.257
H -0.604 2.624 2.885 0.389 -1.026 -0.407 0.259
H -0.019 0.057 -2.655 0.840 -0.869 -0.217 0.234
H -0.448 1.550 -2.184 0.874 0.510 0.613 0.234
H 1.321 0.952 -1.650 -1.808 -0.010 -0.860 0.239
H -0.425 -2.008 -0.642 0.636 -0.363 0.735 0.229
H -1.925 -1.158 -0.310 -1.694 -0.438 1.361 0.221
H -1.360 -1.342 -1.928 0.702 1.079 1.802 0.231
H 3.905 -2.726 0.630 0.675 -2.177 0.175 0.429

(5)
13
Properties=species:S:1:pos:R:3:forces:R:3:nbo_charge:R:1 method="wB97M-V/def2-TZVPD" relative_energy_ev=3.098 e_lumo_ev="-1.5 / -1.5" orbital_gap_ev="7.20 / 7.20" homo_energy_ha="-0.32094 / -0.32096" e_tot_ha=-1310.3022 molar_mass_g_mol=151.20
C -0.433 1.377 -1.304 0.744 0.714 -1.902 -0.141
C -1.568 -2.407 0.099 3.506 3.690 -1.001 -0.614
C 1.886 1.176 0.393 2.250 4.989 0.498 -0.695
N -0.109 1.378 -2.420 -0.316 -0.345 1.067 -0.266
P -1.012 1.825 0.284 -1.123 -2.335 0.977 0.651
S -0.792 -0.802 0.922 -0.483 0.213 -0.127 -0.296
S 0.682 2.223 1.346 0.218 -0.787 -0.644 0.012
H -1.537 -3.087 0.832 -0.143 -2.317 3.110 0.207
H -2.510 -2.149 -0.171 -2.659 0.362 -1.237 0.211
H -0.854 -2.737 -0.640 -0.341 0.188 -0.676 0.213
H 1.999 1.749 -0.608 0.647 -0.849 1.878 0.240
H 1.481 0.292 0.138 -1.291 -3.288 -0.184 0.237
H 2.768 1.163 1.129 -1.008 -0.235 -1.760 0.243

(6)
82
Properties=species:S:1:pos:R:3:forces:R:3:lowdin_charge:R:1 method="wB97M-V/def2-TZVPD" relative_energy_ev=1.000 e_lumo_ev=-0.1 orbital_gap_ev=6.34 homo_energy_ha=-0.23613 e_tot_ha=-9058.6482 molar_mass_g_mol=850.91
Rb 0.218 -0.241 0.002 -1.912 1.249 -0.045 0.797
Br 2.921 -4.329 1.400 0.073 0.057 0.214 0.734
C 2.733 -2.901 2.654 -0.198 -0.043 -0.738 -0.593
C 3.108 -3.089 3.966 -0.002 0.260 0.473 -0.190
C 2.948 -2.063 4.869 0.255 -0.523 0.278 -0.629
Br 3.479 -2.386 6.682 -0.070 0.091 -0.194 0.716
C 2.414 -0.825 4.480 -0.074 0.066 -0.237 -0.196
C 2.230 0.264 5.358 -0.057 0.179 -0.037 -0.040
C 1.715 1.439 4.881 0.098 -0.216 0.154 -0.054
C 1.377 1.513 3.523 -0.108 0.145 -0.145 -0.170
N 1.519 0.522 2.677 -0.208 0.464 -0.234 0.079
C 2.034 -0.639 3.112 0.280 -0.443 0.450 -0.151
C 2.198 -1.704 2.126 0.496 -0.596 0.514 -0.495
O 1.898 -1.572 0.916 1.182 -0.678 0.270 -0.400
H 3.527 -4.034 4.278 -0.009 -0.026 0.032 0.093
H 2.510 0.150 6.397 -0.027 0.042 -0.021 0.072
H 1.565 2.294 5.526 0.018 0.004 0.010 0.102
H 0.976 2.440 3.120 -0.038 0.018 0.034 0.086
C -2.369 1.408 2.009 0.032 -0.007 0.068 -0.098
N -2.376 1.474 0.558 -0.221 0.071 0.063 -0.303
C -3.613 0.893 0.063 0.034 -0.022 -0.036 -0.113
C -2.233 2.849 0.100 0.295 0.091 -0.036 -0.202
C -0.823 3.412 0.295 -0.281 -0.122 -0.037 -0.200
N 0.204 2.734 -0.485 -0.014 0.293 0.013 -0.317
C 0.080 3.042 -1.898 0.007 -0.099 -0.050 -0.097
C 1.527 3.134 -0.031 0.057 -0.022 -0.019 -0.091
H -3.125 2.078 2.456 0.038 -0.015 -0.003 0.097
H -1.389 1.674 2.398 0.031 -0.003 0.117 0.062
H -2.597 0.392 2.327 0.077 -0.030 0.043 0.091
H -4.506 1.452 0.387 0.005 0.017 0.017 0.092
H -3.695 -0.129 0.433 -0.055 -0.037 -0.030 0.080
H -3.600 0.856 -1.024 -0.004 0.021 -0.102 0.077
H -2.936 3.522 0.630 0.019 -0.106 -0.089 0.128
H -2.493 2.881 -0.958 -0.065 0.029 -0.030 0.108
H -0.559 3.315 1.347 0.088 0.090 0.098 0.101
H -0.857 4.494 0.063 0.068 -0.080 0.033 0.130
H 0.140 4.128 -2.090 0.003 -0.058 -0.024 0.100
H -0.866 2.668 -2.281 -0.038 0.016 -0.134 0.071
H 0.889 2.548 -2.444 -0.076 0.071 -0.033 0.066
H 1.691 4.219 -0.136 0.019 -0.022 -0.012 0.097
H 2.279 2.611 -0.624 0.070 0.028 0.010 0.087
H 1.667 2.858 1.011 0.022 -0.042 0.090 0.063
C -3.312 -3.619 -2.292 -0.358 -0.583 -0.152 -0.047
C -2.471 -2.499 -1.991 0.172 0.334 0.079 -0.247
N -1.807 -1.602 -1.745 0.225 0.361 0.070 0.121
H -3.499 -4.183 -1.379 -0.033 -0.045 -0.077 0.094
H -2.805 -4.257 -3.015 -0.100 -0.055 0.014 0.094
H -4.259 -3.272 -2.707 0.046 -0.066 0.007 0.092
C 2.924 -4.839 -4.040 0.000 -0.064 0.009 -0.091
C 2.017 -4.179 -4.851 -0.003 -0.071 -0.077 -0.091
C 1.593 -2.900 -4.528 -0.192 0.208 -0.098 -0.113
C 2.077 -2.255 -3.394 -0.121 -0.154 -0.037 -0.365
C 2.943 -2.953 -2.555 0.004 0.242 0.208 -0.110
C 3.371 -4.229 -2.879 0.042 -0.069 -0.018 -0.079
As 1.475 -0.464 -2.867 0.473 0.092 -1.215 1.267
C 0.553 0.059 -4.528 -0.035 -0.006 0.143 -0.403
C -0.775 0.469 -4.452 0.091 -0.095 0.375 -0.128
C -1.468 0.863 -5.587 -0.138 0.061 -0.057 -0.085
C -0.832 0.882 -6.816 -0.026 0.029 -0.001 -0.086
C 0.492 0.480 -6.906 0.034 -0.024 -0.087 -0.077
C 1.170 0.054 -5.777 0.215 -0.116 0.011 -0.143
C 3.173 0.509 -3.149 -0.087 0.141 0.071 -0.369
C 4.232 0.241 -2.283 -0.227 -0.222 0.125 -0.112
C 5.443 0.898 -2.413 0.130 -0.012 0.029 -0.080
C 5.618 1.849 -3.405 -0.002 0.033 0.004 -0.090
C 4.557 2.168 -4.232 0.067 0.072 -0.030 -0.085
C 3.342 1.516 -4.095 -0.316 -0.027 -0.090 -0.120
H 3.266 -5.832 -4.301 0.000 -0.039 0.011 0.101
H 1.639 -4.661 -5.743 -0.018 0.002 -0.038 0.101
H 0.872 -2.405 -5.170 0.100 -0.069 0.034 0.089
H 3.269 -2.511 -1.622 -0.005 -0.040 0.046 0.081
H 4.045 -4.755 -2.218 0.046 0.015 0.066 0.104
H -1.269 0.466 -3.485 -0.028 -0.010 -0.082 0.071
H -2.506 1.162 -5.515 -0.014 0.025 0.051 0.102
H -1.364 1.208 -7.700 -0.005 -0.004 -0.011 0.103
H 0.995 0.502 -7.862 0.048 -0.057 -0.062 0.105
H 2.198 -0.287 -5.864 -0.078 0.058 -0.023 0.115
H 4.103 -0.487 -1.490 0.075 0.010 0.012 0.094
H 6.255 0.670 -1.739 0.041 -0.057 0.075 0.106
H 6.569 2.349 -3.521 0.062 0.041 0.014 0.101
H 4.674 2.927 -4.993 -0.020 0.068 -0.049 0.102
H 2.519 1.800 -4.742 0.125 -0.020 0.053 0.089

(7)
15
Properties=species:S:1:pos:R:3:forces:R:3:nbo_charge:R:1 method="wB97M-V/def2-TZVPD" relative_energy_ev=1.357 e_lumo_ev=0.7 orbital_gap_ev=10.88 homo_energy_ha=-0.37488 e_tot_ha=-382.9150 smiles="O=C(CO)CCO" molar_mass_g_mol=104.10
O -0.258 -2.200 -0.092 -0.203 -0.223 -0.056 -0.725
C 0.400 -1.347 -1.009 0.201 0.288 -0.241 -0.052
C 1.058 -0.224 -0.197 0.052 0.005 -0.007 -0.531
C 0.123 0.954 -0.049 -0.051 0.166 -0.179 0.582
O -0.033 1.757 -0.950 0.040 -0.305 0.338 -0.567
C -0.673 1.109 1.231 0.197 -0.218 -0.028 -0.171
O -1.558 2.182 1.146 -0.038 0.069 -0.017 -0.710
H -0.677 -2.916 -0.584 0.018 0.110 0.123 0.475
H -0.305 -0.912 -1.732 0.088 -0.076 0.083 0.174
H 1.166 -1.885 -1.582 -0.072 0.001 0.172 0.169
H 1.954 0.132 -0.713 -0.131 -0.029 0.052 0.241
H 1.344 -0.641 0.776 -0.018 0.099 -0.139 0.232
H -1.197 0.157 1.414 0.058 0.158 -0.028 0.204
H 0.043 1.242 2.061 -0.099 -0.034 -0.139 0.190
H -1.387 2.591 0.281 -0.040 -0.011 0.066 0.488

(8)
9
Properties=species:S:1:pos:R:3:forces:R:3:nbo_charge:R:1 method="wB97M-V/def2-TZVPD" relative_energy_ev=1.682 e_lumo_ev=7.9 orbital_gap_ev=5.35 homo_energy_ha=0.09209 e_tot_ha=-321.0151 charge=-2 smiles="[O-]N([O-])C1=CC1" molar_mass_g_mol=85.06
C 0.506 0.565 1.331 0.427 -0.029 -1.745 -0.741
C 0.346 0.076 -0.109 0.283 -0.515 3.320 0.118
C -0.695 -0.330 0.867 2.599 0.549 -0.534 -0.508
N 0.638 -0.226 -1.308 1.055 1.068 -1.804 0.284
O -0.206 -0.964 -1.993 0.088 -0.520 -0.589 -0.759
O 1.725 0.315 -2.007 -1.486 -0.762 1.292 -0.795
H 0.159 1.627 1.283 0.100 -0.280 0.373 0.110
H -0.958 -1.281 1.257 0.447 -1.207 0.285 0.147
H -1.516 0.218 0.679 -3.513 1.697 -0.597 0.145